Computed, not measured: a single C6H15ClSSi molecule, with ωB97M-V/def2-TZVPD.

Last columns: bonded neighbours and bond lengths (Å).
Geometry (Å):
1 C -3.21 0.92 0.70  C2 1.523, H10 1.088, H11 1.086, H12 1.090
2 C -2.07 1.17 -0.28  C1 1.523, S3 1.805, H13 1.091, H14 1.090
3 S -0.50 1.67 0.46  C2 1.805, C4 1.822
4 C -0.14 0.33 1.64  S3 1.822, Si5 1.882, H15 1.090, H16 1.087
5 Si 1.65 -0.20 1.42  C4 1.882, C6 1.887, H17 1.476, H18 1.483
6 C 1.82 -1.48 0.04  Si5 1.887, Cl7 1.799, C8 1.523, H19 1.089
7 Cl 3.58 -1.67 -0.30  C6 1.799
8 C 1.02 -1.18 -1.22  C6 1.523, C9 1.526, H20 1.090, H21 1.092
9 C 1.59 -0.08 -2.11  C8 1.526, H22 1.089, H23 1.087, H24 1.089
10 H -3.37 1.80 1.32  C1 1.088
11 H -3.04 0.06 1.33  C1 1.086
12 H -4.13 0.75 0.13  C1 1.090
13 H -1.93 0.32 -0.94  C2 1.091
14 H -2.34 2.01 -0.92  C2 1.090
15 H -0.28 0.72 2.65  C4 1.090
16 H -0.85 -0.49 1.52  C4 1.087
17 H 2.46 1.01 1.16  Si5 1.476
18 H 2.13 -0.82 2.68  Si5 1.483
19 H 1.52 -2.45 0.43  C6 1.089
20 H 0.01 -0.90 -0.92  C8 1.090
21 H 0.93 -2.10 -1.80  C8 1.092
22 H 1.98 0.75 -1.51  C9 1.089
23 H 2.39 -0.46 -2.73  C9 1.087
24 H 0.81 0.31 -2.76  C9 1.089

HOMO level	-8.60	eV
relative energy (zero: lowest compared OMol25 entry of this formula, charge and spin)	10.7	kJ/mol
molecular weight	182.8	g/mol

Computed, not measured: a single C2H3IO molecule in a non-equilibrium geometry, with ωB97M-V/def2-TZVPD.

Last columns: bonded neighbours and bond lengths (Å).
Geometry (Å):
1 C 0.75 -0.73 -0.14  C2 1.720, O3 1.185, H5 1.136
2 C -0.31 0.58 0.22  C1 1.720, I4 2.106, H6 1.085, H7 1.072
3 O 1.41 -0.70 -1.13  C1 1.185
4 I -2.13 0.14 -0.75  C2 2.106
5 H 0.94 -1.58 0.58  C1 1.136
6 H -0.61 0.70 1.25  C2 1.085
7 H -0.06 1.59 -0.03  C2 1.072

HOMO level	-9.54	eV
relative energy (zero: lowest compared OMol25 entry of this formula, charge and spin)	95.0	kJ/mol
molecular weight	169.9	g/mol

Computed, not measured: a 2-piece molecular cluster, C4H10N overall in a non-equilibrium geometry, with ωB97M-V/def2-TZVPD.

Last columns: bonded neighbours and bond lengths (Å).
Geometry (Å):
1 C 2.21 1.85 -0.19  N2 1.300, H3 1.085, H4 1.104
2 N 1.18 2.23 0.49  C1 1.300, H5 0.992, H6 1.053
3 H 2.96 1.15 0.16  C1 1.085
4 H 2.43 2.45 -1.09  C1 1.104
5 H 0.42 2.68 0.04  N2 0.992
6 H 0.91 1.81 1.43  N2 1.053
7 C -2.14 -1.94 -0.37  C8 1.600, H10 1.175, H11 1.099, H12 1.037
8 C -0.99 -0.82 -0.34  C7 1.600, C9 1.375, H13 1.068
9 C 0.14 -1.02 0.40  C8 1.375, H14 1.121, H15 1.043
10 H -2.99 -1.42 0.26  C7 1.175
11 H -2.56 -2.04 -1.38  C7 1.099
12 H -1.73 -2.86 -0.13  C7 1.037
13 H -1.21 0.14 -0.76  C8 1.068
14 H 1.06 -0.37 0.43  C9 1.121
15 H 0.32 -1.82 1.05  C9 1.043

HOMO level	-12.96	eV
relative energy (zero: lowest compared OMol25 entry of this formula, charge and spin)	299.4	kJ/mol
molecular weight	72.1	g/mol
charge	+1

Computed, not measured: a 2-piece molecular cluster, C4H5NO overall in a non-equilibrium geometry, with ωB97M-V/def2-TZVPD.

Last columns: bonded neighbours and bond lengths (Å).
Geometry (Å):
1 O 1.99 -0.67 -0.63  C2 1.180
2 C 1.55 0.29 -0.09  O1 1.180, C5 1.788, C6 1.356
3 N -0.72 -1.23 0.18  C4 1.273, H7 1.016
4 C -1.79 -1.22 -0.50  N3 1.273, H8 1.084, H9 1.086
5 C 0.24 1.42 0.34  C2 1.788, C6 1.343, H10 1.111
6 C 1.57 1.51 0.50  C2 1.356, C5 1.343, H11 1.060
7 H -0.14 -2.03 -0.08  N3 1.016
8 H -2.51 -0.41 -0.40  C4 1.084
9 H -2.12 -1.96 -1.22  C4 1.086
10 H -0.35 2.15 0.93  C5 1.111
11 H 2.28 2.15 0.96  C6 1.060

HOMO level	-8.69	eV
relative energy (zero: lowest compared OMol25 entry of this formula, charge and spin)	479.9	kJ/mol
molecular weight	83.1	g/mol

Computed, not measured: a 2-piece molecular cluster, C5H8IN3 overall in a non-equilibrium geometry, with ωB97M-V/def2-TZVPD.

Last columns: bonded neighbours and bond lengths (Å).
Geometry (Å):
1 C 1.68 -2.01 0.72  N6 1.372, N7 1.285, H10 1.125
2 C 1.03 -0.52 -0.81  N6 1.352, N8 1.387
3 C -0.74 1.21 1.33  C5 1.276, H11 1.056, H12 1.178
4 C -1.16 1.91 -1.00  C5 1.479, H14 1.035, H15 0.996, H16 1.138
5 C -1.26 1.01 0.18  C3 1.276, C4 1.479, I9 2.153
6 N 1.68 -0.68 0.36  C1 1.372, C2 1.352, H13 1.013
7 N 0.98 -2.73 -0.08  C1 1.285, N8 1.377
8 N 0.56 -1.81 -1.02  C2 1.387, N7 1.377, H17 0.980
9 I -2.57 -0.68 -0.06  C5 2.153
10 H 2.04 -2.44 1.69  C1 1.125
11 H -0.04 1.97 1.55  C3 1.056
12 H -0.83 0.36 2.14  C3 1.178
13 H 2.16 0.13 0.72  N6 1.013
14 H -1.30 1.38 -1.88  C4 1.035
15 H -0.21 2.22 -1.06  C4 0.996
16 H -1.95 2.72 -1.03  C4 1.138
17 H -0.06 -2.03 -1.75  N8 0.980

HOMO level (spin up / spin down)	-4.91 / -9.07	eV
relative energy (zero: lowest compared OMol25 entry of this formula, charge and spin)	22.5	kJ/mol
molecular weight	237.0	g/mol
2S+1	3
⟨S²⟩	2.0086

Computed, not measured: a 3-piece molecular cluster, C14H23F6NO8 overall in a non-equilibrium geometry, with ωB97M-V/def2-TZVPD.

Last columns: bonded neighbours and bond lengths (Å).
Geometry (Å):
1 C -2.18 -2.62 2.77  C2 1.669, H12 1.180, H13 1.191, H14 1.177
2 C -2.23 -0.96 2.57  C1 1.669, O3 1.471, H15 1.172, H16 1.193
3 O -2.13 -0.59 1.15  C2 1.471, C4 1.472
4 C -0.84 0.06 0.83  O3 1.472, C5 1.660, H17 1.182, H18 1.192
5 C 0.44 -0.99 0.73  C4 1.660, O6 1.481, H19 1.194, H20 1.170
6 O 0.69 -1.46 -0.65  C5 1.481, C7 1.481
7 C 1.54 -2.67 -0.66  O6 1.481, N8 1.543, O9 1.476, H21 1.184
8 N 2.72 -2.53 0.33  C7 1.543, H22 1.064, H23 1.050
9 O 2.16 -2.84 -1.99  C7 1.476, C10 1.471
10 C 1.63 -4.01 -2.71  O9 1.471, O11 1.361, H24 1.170
11 O 2.18 -4.29 -3.92  C10 1.361
12 H -1.93 -2.93 3.88  C1 1.180
13 H -3.27 -3.03 2.52  C1 1.191
14 H -1.41 -3.11 2.03  C1 1.177
15 H -1.47 -0.43 3.28  C2 1.172
16 H -3.32 -0.65 2.93  C2 1.193
17 H -0.57 0.97 1.54  C4 1.182
18 H -0.95 0.53 -0.26  C4 1.192
19 H 1.39 -0.36 1.08  C5 1.194
20 H 0.33 -1.94 1.41  C5 1.170
21 H 0.95 -3.63 -0.29  C7 1.184
22 H 3.48 -3.21 0.01  N8 1.064
23 H 3.14 -1.59 0.13  N8 1.050
24 H 0.81 -4.75 -2.33  C10 1.170
25 C 6.18 2.72 -2.68  C26 1.518, H34 1.095, H35 1.093, H36 1.095
26 C 6.92 1.64 -1.90  C25 1.518, O27 1.436, H37 1.095, H38 1.096
27 O 6.40 1.53 -0.57  C26 1.436, C28 1.371
28 C 5.24 0.82 -0.43  O27 1.371, O29 1.229, C30 1.527
29 O 4.64 0.29 -1.37  C28 1.229
30 C 4.83 0.73 1.04  C28 1.527, F31 1.364, F32 1.364, F33 1.363
31 F 4.90 1.94 1.67  C30 1.364
32 F 5.62 -0.12 1.75  C30 1.364
33 F 3.55 0.30 1.21  C30 1.363
34 H 6.21 3.67 -2.14  C25 1.095
35 H 6.62 2.86 -3.67  C25 1.093
36 H 5.12 2.46 -2.81  C25 1.095
37 H 7.97 1.92 -1.82  C26 1.095
38 H 6.88 0.68 -2.42  C26 1.096
39 C -5.72 0.28 -1.40  C40 1.518, H48 1.095, H49 1.093, H50 1.095
40 C -4.88 0.81 -0.26  C39 1.518, O41 1.436, H51 1.095, H52 1.096
41 O -5.21 2.18 0.02  C40 1.436, C42 1.371
42 C -6.34 2.39 0.77  O41 1.371, O43 1.229, C44 1.527
43 O -7.05 1.48 1.20  C42 1.229
44 C -6.55 3.88 1.03  C42 1.527, F45 1.364, F46 1.364, F47 1.363
45 F -6.40 4.64 -0.09  C44 1.364
46 F -5.67 4.37 1.95  C44 1.364
47 F -7.79 4.16 1.52  C44 1.363
48 H -5.62 0.92 -2.28  C39 1.095
49 H -5.41 -0.74 -1.67  C39 1.093
50 H -6.78 0.26 -1.14  C39 1.095
51 H -3.82 0.79 -0.54  C40 1.095
52 H -4.98 0.20 0.64  C40 1.096

HOMO level	-9.94	eV
molecular weight	447.3	g/mol